# 1
{"formula": "C19H15IrN7O2", "method": "ωB97M-V/def2-TZVPD", "total_energy_ha": -1370.5371, "e_lumo_ev": [-8.9, -10.3], "max_force_ev_per_a": 5.02, "homo_ev": [-15.105, -14.667], "relative_energy_kcal_mol": 2.4, "spin_multiplicity": 2, "gap_ev": [6.22, 4.36], "total_charge": 2, "elements": ["Ir", "C", "C", "C", "C", "N", "C", "N", "C", "N", "C", "N", "C", "C", "C", "C", "C", "N", "C", "C", "C", "C", "C", "C", "H", "H", "H", "H", "H", "H", "H", "H", "H", "H", "H", "H", "N", "N", "C", "O", "O", "H", "H", "H"], "coordinates": [[0.325, -0.871, -0.681], [-2.454, -4.242, 0.126], [-3.566, -3.687, 0.763], [-3.570, -2.333, 0.959], [-2.470, -1.531, 0.531], [-1.380, -2.088, -0.108], [-1.425, -3.408, -0.282], [-2.598, -0.260, 0.792], [-1.815, 0.766, 0.583], [-0.599, 0.726, -0.072], [-0.073, 2.002, -0.036], [1.093, 2.356, -0.513], [2.066, 1.685, -1.059], [3.209, 2.477, -1.389], [4.317, 1.908, -1.952], [4.280, 0.533, -2.193], [3.136, -0.181, -1.865], [2.035, 0.329, -1.316], [-0.974, 2.886, 0.617], [-0.932, 4.254, 0.894], [-2.022, 4.807, 1.535], [-3.136, 4.019, 1.922], [-3.185, 2.662, 1.673], [-2.098, 2.091, 1.011], [-2.375, -5.301, -0.053], [-4.389, -4.305, 1.086], [-4.384, -1.815, 1.439], [-0.599, -3.885, -0.789], [3.143, 3.530, -1.168], [5.188, 2.494, -2.202], [5.118, 0.012, -2.626], [3.168, -1.238, -2.079], [-0.074, 4.845, 0.618], [-2.035, 5.862, 1.757], [-3.956, 4.501, 2.430], [-4.021, 2.055, 1.982], [1.531, -2.720, -1.149], [2.513, -2.868, -0.129], [2.368, -2.221, 1.131], [3.104, -2.581, 2.017], [1.491, -1.315, 1.191], [1.020, -3.605, -1.265], [2.022, -2.591, -2.043], [3.004, -3.756, -0.086]], "forces_ev_per_angstrom": [[3.030, -2.488, 2.554], [-0.516, 0.413, 0.308], [0.456, -0.553, -0.302], [0.654, 0.574, -0.268], [0.125, -2.103, -0.472], [0.109, 0.768, 0.236], [0.397, -0.422, -0.252], [-0.211, 2.819, 0.694], [-0.156, -1.832, -0.345], [-0.148, 0.710, 0.059], [0.817, -1.016, -0.609], [-1.390, 1.428, 0.990], [1.272, -0.800, -0.787], [-0.685, -0.343, 0.183], [0.338, -0.725, -0.273], [0.020, 0.864, 0.147], [-0.115, -0.618, -0.091], [-0.532, 0.082, 0.405], [-1.704, 0.201, 0.840], [0.146, -0.513, -0.197], [-0.639, -0.422, 0.253], [0.654, 0.487, -0.210], [0.378, -0.448, -0.240], [0.525, 1.938, 0.074], [0.019, -0.101, -0.061], [-0.071, -0.054, 0.043], [-0.036, 0.057, 0.041], [-0.114, 0.154, 0.058], [-0.032, 0.068, 0.043], [0.051, 0.037, -0.001], [0.048, -0.069, -0.050], [-0.111, 0.080, 0.123], [0.065, 0.106, -0.057], [0.022, 0.084, 0.025], [-0.081, 0.028, 0.040], [-0.112, -0.023, 0.014], [-0.168, 0.146, -0.368], [0.054, 0.189, -0.081], [2.118, -2.725, -0.672], [-0.586, 0.570, -0.179], [-3.612, 2.856, -1.989], [0.168, 0.558, 0.106], [-0.305, -0.120, 0.344], [-0.144, 0.159, -0.079]]}

# 2
{"formula": "C41H44ClN3O7ReS", "method": "ωB97M-V/def2-TZVPD", "total_energy_ha": -3215.9450, "e_lumo_ev": [-1.5, -4.6], "max_force_ev_per_a": 3.84, "homo_ev": [-7.791, -8.411], "spin_multiplicity": 4, "gap_ev": [6.25, 3.86], "elements": ["Re", "C", "C", "C", "C", "C", "C", "C", "C", "C", "C", "C", "C", "N", "C", "O", "C", "C", "C", "C", "C", "N", "C", "O", "N", "C", "C", "C", "C", "C", "C", "C", "C", "C", "C", "C", "C", "H", "H", "H", "H", "H", "H", "H", "H", "H", "H", "H", "H", "H", "H", "H", "H", "H", "H", "H", "H", "H", "H", "H", "H", "H", "H", "H", "H", "H", "H", "H", "H", "H", "H", "H", "H", "H", "O", "Cl", "O", "O", "O", "C", "C", "O", "S", "C", "C", "C", "C", "C", "C", "C", "C", "H", "H", "H", "H", "H", "H", "H"], "coordinates": [[0.095, -0.570, 0.927], [-3.123, -5.322, 1.122], [-2.025, -4.445, 0.447], [-1.021, -5.321, -0.435], [-2.642, -3.321, -0.354], [-3.420, -3.688, -1.437], [-3.923, -2.780, -2.343], [-3.740, -1.446, -2.111], [-3.157, -0.964, -0.922], [-3.388, 0.453, -0.460], [-4.011, 1.340, -1.554], [-4.288, 0.361, 0.810], [-2.462, -1.922, -0.123], [-1.666, -1.543, 1.024], [-2.244, -1.773, 2.323], [-3.409, -2.070, 2.521], [-1.204, -1.542, 3.348], [-1.530, -1.214, 4.653], [-0.510, -0.857, 5.565], [0.786, -0.764, 5.045], [1.037, -0.947, 3.688], [0.055, -1.400, 2.893], [2.288, -0.765, 2.962], [3.403, -0.786, 3.480], [2.058, -0.646, 1.595], [3.124, -0.191, 0.706], [3.642, 1.100, 0.943], [4.618, 1.578, 0.087], [5.155, 0.808, -0.936], [4.733, -0.520, -1.037], [3.725, -1.094, -0.221], [3.269, -2.501, -0.510], [2.979, -3.362, 0.751], [2.263, -2.690, -1.695], [3.191, 2.026, 2.012], [4.315, 2.247, 3.005], [2.737, 3.296, 1.408], [-2.865, -5.882, 1.988], [-3.951, -4.731, 1.543], [-3.620, -5.954, 0.367], [-1.426, -3.995, 1.244], [-1.551, -5.631, -1.298], [-0.191, -4.684, -0.671], [-0.676, -6.137, 0.158], [-3.443, -4.794, -1.638], [-4.485, -3.017, -3.245], [-3.901, -0.697, -2.910], [-2.466, 0.951, -0.175], [-5.006, 0.906, -1.680], [-4.249, 2.347, -1.135], [-3.393, 1.476, -2.448], [-4.846, -0.566, 0.877], [-3.690, 0.533, 1.736], [-5.005, 1.137, 0.675], [-2.607, -1.338, 4.817], [-0.670, -0.730, 6.604], [1.565, -0.329, 5.653], [4.926, 2.628, 0.255], [5.973, 1.183, -1.545], [5.141, -1.066, -1.858], [4.170, -3.005, -0.962], [1.919, -3.583, 0.927], [3.459, -4.322, 0.678], [3.412, -2.843, 1.605], [1.334, -2.155, -1.542], [2.653, -2.223, -2.615], [2.123, -3.759, -1.811], [2.302, 1.635, 2.550], [5.268, 2.626, 2.582], [3.955, 2.980, 3.759], [4.563, 1.357, 3.558], [3.486, 3.795, 0.845], [1.890, 3.077, 0.702], [2.444, 3.940, 2.240], [-4.364, 1.660, 3.801], [-4.322, 2.947, 4.510], [-2.883, 3.233, 4.973], [-5.292, 3.020, 5.649], [-0.722, 0.930, 1.385], [1.168, 6.298, -4.006], [0.360, 6.221, -5.293], [-0.289, 7.112, -5.752], [0.495, 4.781, -6.388], [0.413, 3.453, -5.283], [1.561, 2.706, -4.869], [1.431, 1.950, -3.744], [0.200, 1.739, -2.969], [-0.923, 2.517, -3.461], [-0.815, 3.254, -4.646], [0.207, 0.744, -1.972], [0.295, 0.083, -0.915], [0.668, 5.601, -3.334], [1.110, 7.313, -3.644], [2.226, 6.042, -4.103], [2.464, 2.744, -5.488], [2.367, 1.469, -3.438], [-1.908, 2.536, -2.958], [-1.700, 3.747, -5.062]], "forces_ev_per_angstrom": [[-1.399, 2.181, 1.220], [-1.215, 0.974, -1.038], [0.522, -0.632, 0.523], [-1.356, 1.819, 1.766], [0.130, 1.036, -0.479], [0.333, -2.002, -0.445], [-0.293, 0.032, -0.520], [0.680, 1.829, 0.179], [0.950, -1.263, 0.018], [0.596, 0.138, -0.114], [-0.871, 0.379, 1.484], [0.966, 0.400, -0.127], [-0.972, -0.645, 0.192], [-0.864, -1.038, 0.541], [-0.146, -0.097, -2.762], [1.359, 0.132, 0.252], [0.991, 0.984, 1.143], [-0.280, -0.781, 0.275], [0.049, -0.950, -2.347], [-0.012, 0.953, 0.166], [-1.954, -1.221, 0.901], [-0.923, 0.692, 0.971], [2.654, 0.000, -1.334], [-1.459, 0.177, -0.209], [-0.661, 0.339, -0.777], [0.773, -0.973, 1.101], [-0.176, -1.224, -1.087], [0.444, 0.873, -0.196], [-0.194, -0.519, 0.924], [-0.705, 0.392, 0.216], [-0.286, 2.074, -0.520], [1.031, -1.458, -0.942], [-0.288, 0.730, -0.211], [0.587, 0.950, 0.683], [-0.094, -0.941, 0.631], [0.213, 0.938, 1.057], [-1.927, 0.573, -0.297], [1.045, -0.858, 0.366], [0.292, 0.425, -0.427], [0.368, -0.069, 0.334], [0.025, -0.076, 0.013], [-0.162, -0.529, -0.936], [0.508, 0.212, -0.483], [0.220, -0.777, 0.286], [-0.498, 1.256, 0.071], [0.347, -0.527, 0.176], [-0.633, -0.639, 0.661], [0.358, -0.255, 0.188], [0.037, 0.101, -1.030], [0.530, -0.552, -0.192], [-0.508, -0.437, 0.117], [0.159, -0.234, 0.045], [-0.609, -0.207, -0.767], [-0.699, 0.827, 0.453], [0.506, 0.301, 0.673], [-0.337, 0.388, 0.715], [0.278, -0.360, 0.115], [0.146, -0.887, -0.330], [-0.305, -0.048, -0.082], [0.260, -0.750, -0.242], [-0.453, 0.636, 0.569], [0.025, 0.347, 0.020], [0.263, -0.448, -0.161], [-0.174, -0.229, 0.184], [-0.475, -0.223, 0.274], [0.134, -0.422, 0.266], [-0.250, -0.063, -0.272], [0.597, -0.041, -0.209], [-0.698, -0.074, -0.077], [0.354, -0.214, -0.344], [0.031, -0.493, 0.049], [0.759, 0.533, -0.430], [0.505, 0.488, 0.747], [-0.352, 0.279, -0.364], [-0.337, 1.566, 0.435], [1.972, -1.691, 2.828], [-2.997, -0.067, -1.092], [1.378, 0.197, -2.083], [2.060, -1.520, -0.128], [-0.540, -0.317, -0.406], [0.797, 0.005, -0.481], [-0.145, 0.600, 0.304], [0.146, 0.247, -1.008], [0.439, -1.057, 1.043], [-1.725, 1.323, -0.776], [-0.032, -1.475, 1.276], [0.596, 1.832, -3.132], [0.463, -1.247, 0.518], [0.284, 0.171, 0.617], [0.078, -0.356, 2.408], [-0.456, 1.137, -2.488], [0.273, 0.011, 0.400], [-0.245, 0.222, 0.219], [-0.283, -0.296, -0.277], [-0.191, 0.147, 0.642], [-0.610, -0.288, 0.259], [0.893, -0.357, -0.253], [0.389, -0.019, 0.358]]}

# 3
{"formula": "C11H10BrMoNS", "method": "ωB97M-V/def2-TZVPD", "total_energy_ha": -3520.1939, "e_lumo_ev": [-1.2, -1.4], "max_force_ev_per_a": 5.01, "homo_ev": [-7.394, -7.629], "spin_multiplicity": 3, "gap_ev": [6.20, 6.19], "elements": ["C", "C", "C", "H", "C", "C", "H", "H", "H", "H", "Mo", "Br", "C", "C", "C", "H", "C", "C", "H", "H", "H", "H", "S", "C", "N"], "coordinates": [[2.300, -0.087, 1.258], [1.690, 0.996, 0.514], [0.405, 1.225, 1.011], [2.104, 1.766, -0.149], [0.148, 0.299, 2.046], [1.303, -0.542, 2.192], [1.502, -1.421, 2.861], [3.394, -0.267, 1.082], [-0.300, 2.037, 0.827], [-0.558, 0.261, 2.901], [1.038, -1.417, -0.031], [1.329, -0.889, -2.589], [1.201, -3.460, -0.331], [1.246, -3.479, 1.125], [2.472, -2.842, 1.509], [0.659, -4.128, 1.747], [3.209, -2.507, 0.351], [2.454, -2.870, -0.803], [2.832, -3.025, -1.822], [0.506, -3.962, -0.988], [2.865, -2.837, 2.519], [4.242, -2.170, 0.317], [-2.932, 0.951, -1.879], [-1.722, 0.086, -1.397], [-1.006, -0.623, -0.722]], "forces_ev_per_angstrom": [[0.956, 2.135, -0.964], [0.201, 0.468, -0.040], [-1.367, -0.364, 2.149], [0.344, -1.034, 0.030], [0.668, 0.003, 1.273], [0.838, -1.012, -0.500], [-0.793, 1.815, -0.283], [-1.534, 0.043, 0.851], [0.401, -0.371, -0.574], [-0.223, 0.243, -1.423], [-0.815, 3.213, 0.180], [0.109, 0.120, 0.395], [1.019, -1.839, -0.037], [1.080, 0.368, -1.762], [-0.265, -1.711, -1.187], [-0.649, 0.553, 0.260], [-0.469, -0.733, -0.624], [0.132, -2.095, 0.144], [-0.315, 0.697, 0.727], [-0.073, -0.105, 0.203], [-0.202, 0.478, -0.128], [-0.470, 0.315, 0.087], [-1.036, 1.179, -1.176], [2.127, -2.907, 3.488], [0.336, 0.543, -1.089]]}

# 4
{"formula": "C5H6F2N4", "method": "ωB97M-V/def2-TZVPD", "total_energy_ha": -612.7378, "e_lumo_ev": [0.3, -0.2], "max_force_ev_per_a": 4.30, "homo_ev": [-8.761, -6.816], "relative_energy_kcal_mol": 41.4, "gap_ev": [9.05, 6.62], "elements": ["C", "C", "C", "C", "C", "N", "N", "N", "N", "F", "F", "H", "H", "H", "H", "H", "H"], "coordinates": [[2.044, 0.344, 0.731], [0.893, -0.014, -0.031], [-1.434, 0.150, -1.130], [-0.335, 0.688, -0.285], [-2.322, -0.840, -0.276], [2.911, -0.562, 0.590], [1.214, -1.102, -0.667], [2.398, -1.482, -0.251], [-0.641, 1.709, 0.570], [-2.935, -0.169, 0.743], [-1.563, -1.877, 0.303], [2.179, 1.006, 1.547], [-2.108, 1.001, -1.248], [-1.328, -0.377, -2.005], [2.918, -2.283, -0.458], [-1.557, 2.275, 0.348], [-0.333, 1.532, 1.518]], "forces_ev_per_angstrom": [[-2.150, 0.792, 0.784], [0.083, 1.193, -0.261], [-1.403, 0.999, 2.696], [-0.227, -0.864, -0.462], [1.524, -0.149, 1.436], [3.019, -3.068, -0.050], [-1.028, -2.698, -1.626], [-0.427, 3.864, 1.479], [-1.970, 1.278, -0.805], [0.275, -0.624, -0.354], [-1.250, 1.397, -0.721], [0.042, 1.062, 0.083], [-0.195, -0.202, -0.573], [1.270, -0.718, -2.168], [0.319, -1.193, -0.745], [2.668, -1.747, 1.189], [-0.552, 0.677, 0.100]]}

# 5
{"formula": "C11H16N3", "method": "ωB97M-V/def2-TZVPD", "total_energy_ha": -592.6130, "e_lumo_ev": [-4.2, -4.2], "max_force_ev_per_a": 4.13, "homo_ev": [-11.733, -11.734], "relative_energy_kcal_mol": 108.5, "gap_ev": [7.52, 7.52], "total_charge": 1, "elements": ["C", "C", "C", "C", "C", "C", "C", "C", "C", "C", "C", "N", "N", "N", "H", "H", "H", "H", "H", "H", "H", "H", "H", "H", "H", "H", "H", "H", "H", "H"], "coordinates": [[-0.717, -2.957, 1.601], [-1.585, -3.001, 0.510], [0.416, -2.098, 1.630], [-1.329, -2.157, -0.540], [0.685, -1.276, 0.555], [-0.311, -1.204, -0.469], [1.243, 1.343, -0.763], [-0.115, -0.429, -1.668], [1.144, 2.230, 1.394], [-1.453, 1.322, 1.530], [1.001, 0.999, -3.244], [0.508, 1.503, 0.317], [-0.622, 0.958, 0.368], [0.692, 0.613, -1.853], [-1.048, -3.586, 2.454], [-2.452, -3.671, 0.449], [1.012, -2.204, 2.576], [-2.076, -1.837, -1.175], [1.306, -0.388, 0.593], [2.117, 1.977, -1.005], [-0.720, -0.849, -2.602], [2.121, 2.315, 1.162], [0.785, 3.275, 1.399], [1.145, 1.689, 2.373], [-2.538, 1.053, 1.305], [-1.078, 0.804, 2.331], [-1.287, 2.396, 1.645], [0.921, 1.998, -3.378], [0.178, 0.523, -3.907], [2.057, 0.662, -3.588]], "forces_ev_per_angstrom": [[-0.483, -0.406, 0.109], [0.242, -0.403, 0.157], [-0.208, -1.586, 1.245], [0.679, 1.442, 1.498], [-1.949, 0.976, 0.176], [2.072, -1.467, -0.582], [1.269, -0.279, -3.266], [-1.134, -0.596, -1.785], [-1.968, 0.836, 1.765], [-0.908, 1.106, -2.946], [0.298, -3.913, -1.283], [-0.062, 0.572, -0.027], [-2.136, 0.380, 0.931], [-0.225, -0.525, 0.839], [0.881, 0.554, -0.400], [0.404, 0.341, 0.361], [-0.294, 0.635, -1.258], [-1.611, -0.487, -2.011], [0.952, -1.218, 0.208], [-0.759, -0.631, 0.563], [1.610, 1.301, 1.938], [3.362, 0.178, -0.932], [-0.292, -0.681, 0.564], [-0.697, 0.547, -0.847], [1.622, 0.440, 0.350], [0.477, -1.252, 2.405], [-0.790, -0.033, 0.549], [-0.158, 3.219, -0.120], [1.688, 0.628, 1.034], [-1.883, 0.322, 0.764]]}

# 6
{"formula": "C4H4BrNOS2", "method": "ωB97M-V/def2-TZVPD", "total_energy_ha": -3655.0408, "e_lumo_ev": [-0.6, -0.6], "max_force_ev_per_a": 6.20, "homo_ev": [-7.577, -7.578], "gap_ev": [6.97, 6.98], "elements": ["C", "C", "C", "C", "N", "O", "S", "S", "Br", "H", "H", "H", "H"], "coordinates": [[-0.724, 0.402, -0.266], [-0.723, -0.271, -2.251], [1.031, -0.976, -0.399], [0.490, -0.084, 1.815], [0.239, -0.182, 0.354], [-1.745, 1.098, 0.193], [2.087, -2.024, 0.288], [0.951, -0.817, -2.115], [-0.986, 1.314, -3.336], [-0.416, 0.486, 2.050], [0.659, -1.135, 2.190], [1.398, 0.598, 2.009], [-2.260, 1.592, -0.531]], "forces_ev_per_angstrom": [[-2.234, 0.303, -5.771], [-0.716, 1.000, 3.528], [2.406, -1.860, -1.771], [0.425, 0.862, -0.306], [-0.778, 1.095, 2.189], [0.563, 0.183, 0.027], [0.240, -0.135, -0.002], [0.125, 0.040, 0.371], [0.135, 0.223, -0.008], [0.261, -0.549, 1.296], [-0.507, 1.482, -0.055], [-1.281, -1.329, -0.393], [1.358, -1.315, 0.895]]}

- What is the formula in the third record?
  C11H10BrMoNS